Entry 1:
DFT (ωB97M-V/def2-TZVPD) results for an isolated ion of composition C3H5FN4O4P and charge +1 at a distorted geometry.

XYZ file:
```
18
Properties=species:S:1:pos:R:3:lowdin_charge:R:1
O -0.56062 1.33695 -2.24507 0.24
C -1.31023 1.13098 -1.37282 -0.42
F -2.23498 2.02054 -0.94673 0.12
C -1.46790 -0.18081 -0.60210 0.03
N -0.70434 -0.05405 0.64686 0.01
N -1.26988 0.30783 1.79919 0.11
N -0.39082 0.41408 2.74262 0.13
N 0.76938 0.09279 2.23655 0.13
C 0.60765 -0.16670 0.93162 -0.18
P 2.01567 -0.73676 -0.14118 0.45
O 2.89173 -1.61295 0.61065 -0.19
O 2.59749 0.59416 -0.73747 -0.05
O 1.17393 -1.41465 -1.30981 -0.10
H -2.51399 -0.36120 -0.34954 0.15
H -1.05055 -1.00438 -1.17633 0.14
H -2.26239 0.50262 1.90908 0.21
H 2.19511 1.43834 -0.49819 0.11
H 1.51473 -2.30680 -1.49734 0.13
```

As for the energy relative to the best compared isomer or geometry (same formula, charge and spin): 0.00 kJ/mol. As for the structure (SMILES): O=C(F)CN1NN=[N+]=C1P(=O)(O)O. Its charge is +1. The lowest unoccupied orbital energy comes out at -5.50 eV. The calculation puts the HOMO-LUMO gap at 10.08 eV.

=====

Entry 2:
DFT (ωB97M-V/def2-TZVPD) results for a 2-piece molecular cluster, C3H5FO overall at a distorted geometry.

XYZ file:
```
10
Properties=species:S:1:pos:R:3:lowdin_charge:R:1
C 0.32875 1.46905 0.58147 0.01
C -0.08904 0.31994 0.16200 -0.05
C -0.34283 -1.03350 -0.22472 -0.12
O 1.36044 -0.87161 2.20380 -0.08
F 1.70932 0.33862 2.62087 -0.19
H 1.04638 1.67510 1.40206 0.07
H 0.05323 2.32326 -0.00147 0.06
H -0.72324 -1.70286 0.59431 0.10
H -1.12215 -1.06370 -1.11091 0.13
H 0.57946 -1.40556 -0.51107 0.05
```

As for the energy relative to the best compared isomer or geometry (same formula, charge and spin): 766.79 kJ/mol. The lowest unoccupied orbital energy (spin up / spin down) comes out at -0.14 / -1.62 eV. The calculation puts the HOMO-LUMO gap (spin up / spin down) at 10.06 / 6.10 eV.

=====

Entry 3:
DFT (ωB97M-V/def2-TZVPD) results for C3H5FO in the gas phase at a distorted geometry.

XYZ file:
```
10
Properties=species:S:1:pos:R:3:lowdin_charge:R:1
C 0.52137 1.41592 0.00333 0.02
C 0.58562 -0.16556 -0.04202 -0.37
O 1.62493 -0.80408 -0.01016 0.07
C -0.75105 -0.81068 0.06026 -0.17
F -1.67520 0.14125 -0.04277 -0.02
H 1.43038 1.70215 -0.50757 0.08
H 0.62489 1.73343 0.99460 0.06
H -0.41398 1.79462 -0.36602 0.07
H -0.83178 -1.18564 1.00431 0.11
H -0.86782 -1.52124 -0.78859 0.15
```

As for the energy relative to the best compared isomer or geometry (same formula, charge and spin): 33.66 kJ/mol. As for the structure (SMILES): CC(=O)CF. The lowest unoccupied orbital energy comes out at 0.94 eV. The calculation puts the HOMO-LUMO gap at 10.86 eV.

=====

Entry 4:
DFT (ωB97M-V/def2-TZVPD) results for C3H5FO2 in the gas phase at a distorted geometry.

XYZ file:
```
11
Properties=species:S:1:pos:R:3:lowdin_charge:R:1
C 0.22486 -1.33468 0.37345 0.02
C -0.94725 -0.37525 0.04825 -0.44
O -2.09788 -0.55990 0.14316 0.14
C -0.41226 0.94435 -0.42258 0.04
O 1.23479 1.04617 -0.63578 -0.11
F 1.81703 1.72486 0.38925 -0.09
H 1.06985 -0.66161 0.72678 0.10
H 0.02547 -1.98481 1.08770 0.02
H 0.54133 -1.90435 -0.48893 0.10
H -0.63058 1.82407 0.11143 0.11
H -0.82536 1.28114 -1.33273 0.11
```

As for the energy relative to the best compared isomer or geometry (same formula, charge and spin): 499.53 kJ/mol. As for the structure (SMILES): CC(=O)COF. The lowest unoccupied orbital energy comes out at 0.87 eV. The calculation puts the HOMO-LUMO gap at 11.14 eV.